(1)
This record from the OMol25 dataset describes a structure of composition C16H21ClN2O2S in a non-equilibrium geometry. The level of theory is ωB97M-V with the def2-TZVPD basis set.

Structure (XYZ):
```
43
C16H21ClN2O2S ωB97M-V with the def2-TZVPD basis set
Cl -2.86 -1.80 -0.80
S 3.85 0.77 -2.05
O -1.73 1.00 2.08
O 3.67 1.26 1.45
N -0.99 0.35 0.30
N 3.17 -0.80 0.72
C 3.78 0.23 0.92
C 0.79 -1.15 1.29
C 1.83 -1.95 -0.96
C -5.08 -0.23 -1.10
C 0.43 0.38 0.67
C -4.09 1.88 0.50
C 4.76 0.51 -0.36
C -5.84 0.73 -0.73
C -3.30 0.44 0.28
C -5.48 1.76 0.11
C 0.80 -2.24 0.03
C 3.32 -1.95 -0.15
C -3.85 -0.43 -0.64
C 3.26 2.59 -1.35
C -1.96 0.80 0.69
C 2.32 -0.92 1.77
H 0.98 -3.34 0.73
H -0.02 -1.24 2.15
H 3.58 -2.91 0.57
H 2.00 -2.83 -1.48
H 0.99 0.67 -0.10
H 0.49 1.06 1.43
H 4.01 -1.55 -0.86
H -3.72 2.50 1.00
H -0.22 -2.29 -0.22
H -5.48 -1.28 -1.67
H 5.33 1.43 -0.17
H -1.11 -0.04 -0.53
H 2.25 -0.14 2.65
H 2.44 2.80 -2.12
H 3.02 2.55 -0.40
H 5.32 -0.18 -0.40
H 1.79 -1.35 -1.59
H 2.39 -1.96 2.28
H -6.90 0.76 -1.22
H 4.17 3.41 -1.58
H -5.98 2.86 0.24
```

Gap between HOMO and LUMO   8.48 eV
Highest occupied orbital energy   -0.307 hartree
Strongest force on any atom   19.04 eV Å⁻¹
Calculated total energy   -1740.06239 Ha
Relative energy (zero: lowest compared OMol25 entry of this formula, charge and spin)   1696.7 kJ/mol
LUMO   0.12 eV

Mulliken population analysis, charges in e, atoms 1 to 6: number 1, Cl, carries -0.263; number 2, S, carries -0.108; number 3, O, carries -0.764; number 4, O, carries -0.598; number 5, N, carries 0.076; number 6, N, carries 0.340



(2)
This record from the OMol25 dataset describes a cluster of 2 separate species, C2H9NS in total in a non-equilibrium geometry. The level of theory is ωB97M-V with the def2-TZVPD basis set.

Structure (XYZ):
```
13
C2H9NS ωB97M-V with the def2-TZVPD basis set
S -2.11 -0.26 -0.59
N 1.33 0.05 -1.02
C -2.70 0.30 1.05
C 2.45 -0.31 -0.15
H 2.20 -0.31 0.91
H -2.76 1.38 1.09
H 2.80 -1.30 -0.45
H -1.05 0.58 -0.49
H 1.54 0.38 -1.95
H 0.68 -0.71 -1.11
H -1.96 -0.03 1.77
H -3.64 -0.23 1.16
H 3.21 0.47 -0.22
```

Gap between HOMO and LUMO   9.86 eV
Highest occupied orbital energy   -0.325 hartree
Strongest force on any atom   1.06 eV Å⁻¹
SMILES   CN.CS
Calculated total energy   -534.50722 Ha
Relative energy (zero: lowest compared OMol25 entry of this formula, charge and spin)   59.0 kJ/mol
LUMO   1.03 eV

Mulliken population analysis, charges in e, atoms 1 to 6: number 1, S, carries -0.234; number 2, N, carries -0.484; number 3, C, carries -0.703; number 4, C, carries -0.695; number 5, H, carries 0.225; number 6, H, carries 0.277



(3)
This record from the OMol25 dataset describes a structure of composition C15H25BF4N8PRe in a non-equilibrium geometry. The level of theory is ωB97M-V with the def2-TZVPD basis set.

Structure (XYZ):
```
55
C15H25BF4N8PRe ωB97M-V with the def2-TZVPD basis set
Re -0.11 -0.37 -0.89
P 0.32 0.92 2.49
F -0.83 0.47 -2.41
F -1.82 0.85 -4.87
F -0.72 2.63 -4.04
F -2.79 2.15 -3.30
N -2.51 1.23 2.23
N 0.99 1.32 -0.25
N 0.69 -1.31 0.77
N 1.88 2.84 1.06
N 1.53 -1.04 -2.25
N 1.38 -1.69 2.82
N -1.36 -2.11 -1.48
N -1.57 0.37 0.43
C -2.90 0.53 0.18
C -1.35 0.82 1.69
C 1.07 -1.67 -3.52
C -1.23 -2.52 -2.90
C 1.65 2.21 -1.03
C 0.20 -2.89 -3.25
C -2.75 1.76 3.54
C 1.12 1.73 1.03
C 1.61 -2.82 2.11
C -3.49 1.06 1.30
C 1.70 -1.54 4.21
C 2.29 3.60 2.21
C 2.21 3.16 -0.22
C 0.82 -0.79 2.01
C 1.18 -2.58 0.84
B -1.80 1.91 -4.12
H 1.64 2.16 -2.10
H 2.42 -0.73 4.36
H 2.06 -3.70 2.53
H 1.44 4.04 2.72
H 0.64 -3.50 -2.45
H -2.42 1.06 4.31
H 2.95 4.41 1.88
H 2.20 -1.68 -1.81
H -2.35 -1.86 -1.35
H 2.84 2.98 2.92
H 2.08 -0.22 -2.52
H -4.52 1.30 1.48
H 0.50 -0.93 -4.08
H 2.15 -2.46 4.57
H 0.81 -1.33 4.80
H -2.23 2.70 3.69
H -1.57 -1.70 -3.54
H -3.81 1.93 3.67
H -1.89 -3.38 -3.08
H -1.21 -2.95 -0.91
H 1.20 -3.24 0.00
H 0.20 -3.51 -4.15
H -3.34 0.32 -0.77
H 2.83 4.00 -0.47
H 1.95 -1.96 -4.10
```

Gap between HOMO and LUMO (spin up / spin down)   9.45 / 7.22 eV
Highest occupied orbital energy (spin up / spin down)   -0.676 / -0.675 hartree
Strongest force on any atom   1.31 eV Å⁻¹
Net charge   +3
Multiplicity   4
Calculated total energy   -1867.94642 Ha
LUMO (spin up / spin down)   -8.93 / -11.14 eV

Mulliken population analysis, charges in e, atoms 1 to 6: number 1, Re, carries 1.386; number 2, P, carries -0.244; number 3, F, carries -0.509; number 4, F, carries -0.224; number 5, F, carries -0.206; number 6, F, carries -0.200



(4)
This record from the OMol25 dataset describes a cluster of 4 separate species, H9O4 in total in a non-equilibrium geometry. The level of theory is ωB97M-V with the def2-TZVPD basis set.

Structure (XYZ):
```
13
H9O4 ωB97M-V with the def2-TZVPD basis set
O 0.27 -0.87 -0.58
O 1.97 2.55 0.18
O -2.77 -3.67 1.48
O 0.33 1.58 -1.29
H 0.24 -1.34 0.27
H 1.39 3.01 0.80
H -0.05 2.48 -1.29
H -3.73 -3.71 1.45
H 0.65 -1.53 -1.16
H -2.52 -3.65 2.40
H 2.47 1.98 0.78
H 1.28 1.78 -0.81
H 0.45 1.38 -2.24
```

Gap between HOMO and LUMO   9.56 eV
Highest occupied orbital energy   -0.503 hartree
Strongest force on any atom   1.33 eV Å⁻¹
Net charge   +1
Calculated total energy   -306.05717 Ha
Relative energy (zero: lowest compared OMol25 entry of this formula, charge and spin)   181.9 kJ/mol
LUMO   -4.13 eV

Mulliken population analysis, charges in e, atoms 1 to 6: number 1, O, carries -0.623; number 2, O, carries -0.685; number 3, O, carries -0.644; number 4, O, carries -0.470; number 5, H, carries 0.317; number 6, H, carries 0.381



(5)
This record from the OMol25 dataset describes a structure of composition C23H19Cl2N6O3SV. The level of theory is ωB97M-V with the def2-TZVPD basis set.

Structure (XYZ):
```
55
C23H19Cl2N6O3SV ωB97M-V with the def2-TZVPD basis set
V -0.16 0.06 0.42
Cl -1.39 -6.43 1.42
Cl 1.52 -6.35 0.15
S 2.55 1.48 -0.74
O 1.15 0.87 1.51
O -3.79 -1.90 0.94
O 1.56 -1.77 -2.72
N 0.66 -1.30 -0.64
N -1.59 -1.34 0.47
N 5.02 0.60 -0.31
N -0.61 0.74 -1.54
N -1.83 0.97 1.61
N 3.82 0.59 1.51
C 5.10 0.02 1.96
C -1.50 2.17 -3.22
C 0.14 0.14 -2.47
C 0.54 -4.93 0.24
C 0.82 3.15 0.53
C -0.70 1.56 -4.18
C 1.06 -3.74 -0.25
C -1.42 1.74 -1.90
C -4.12 1.76 2.97
C -1.80 2.01 2.45
C -1.51 -3.81 0.87
C 1.12 1.68 0.42
C 0.30 -2.60 -0.18
C -2.92 2.44 3.14
C 0.91 -1.07 -1.98
C 5.93 -0.02 0.66
C -2.97 0.25 1.53
C -0.73 -4.96 0.80
C -2.85 -1.12 0.91
C 3.84 0.87 0.23
C 0.14 0.52 -3.80
C -0.99 -2.62 0.38
C -4.14 0.63 2.16
H 1.59 3.68 1.09
H -2.00 2.19 -1.11
H -2.18 2.97 -3.47
H 2.94 0.59 2.02
H 6.85 0.56 0.74
H 5.55 0.67 2.71
H 2.04 -3.72 -0.70
H 4.94 -0.97 2.39
H -0.75 1.88 -5.21
H -0.85 2.50 2.58
H 0.76 -0.02 -4.50
H -2.50 -3.86 1.28
H -0.14 3.35 1.00
H -5.01 0.00 2.04
H 6.17 -1.04 0.36
H 5.23 0.76 -1.28
H -5.01 2.08 3.49
H 0.78 3.58 -0.47
H -2.84 3.28 3.81
```

Gap between HOMO and LUMO (spin up / spin down)   6.86 / 7.13 eV
Highest occupied orbital energy (spin up / spin down)   -0.374 / -0.375 hartree
Strongest force on any atom   0.78 eV Å⁻¹
Net charge   +1
Multiplicity   2
Calculated total energy   -3704.59944 Ha
Relative energy (zero: lowest compared OMol25 entry of this formula, charge and spin)   0.0 kJ/mol
LUMO (spin up / spin down)   -3.32 / -3.09 eV

Mulliken population analysis, charges in e, atoms 1 to 6: number 1, V, carries -0.666; number 2, Cl, carries -0.187; number 3, Cl, carries -0.196; number 4, S, carries -0.345; number 5, O, carries -0.926; number 6, O, carries -0.685



(6)
This record from the OMol25 dataset describes a structure of composition C14H12HgIN2O3 in a non-equilibrium geometry. The level of theory is ωB97M-V with the def2-TZVPD basis set.

Structure (XYZ):
```
33
C14H12HgIN2O3 ωB97M-V with the def2-TZVPD basis set
Hg -1.19 -0.14 -3.09
I -4.26 -0.62 -2.21
O -1.59 1.95 -3.64
O 1.73 1.61 2.38
O 1.22 -0.48 -2.69
N 4.00 -1.04 -0.52
N -1.22 -0.26 -0.55
C -4.78 0.35 0.50
C -3.33 0.72 2.34
C 3.48 -0.65 0.66
C -4.63 0.72 1.83
C 1.73 0.18 2.18
C 1.83 -0.55 -1.56
C 3.20 -1.00 -1.57
C 1.28 -0.18 -0.30
C -2.35 0.06 0.15
C -2.26 0.40 1.55
C -0.07 0.32 -0.10
C 2.17 -0.23 0.81
C -3.69 0.02 -0.31
C 3.77 -1.40 -2.90
H -3.15 0.96 3.39
H -0.18 1.18 0.56
H 4.80 -1.72 -2.77
H -5.77 0.31 0.07
H 0.71 -0.18 2.38
H 1.89 1.99 1.51
H 3.17 -2.20 -3.35
H -1.27 0.38 1.99
H 2.40 -0.24 2.93
H 4.14 -0.69 1.52
H 3.71 -0.57 -3.61
H -5.49 0.99 2.43
```

Gap between HOMO and LUMO (spin up / spin down)   3.60 / 4.68 eV
Highest occupied orbital energy (spin up / spin down)   0.029 / -0.008 hartree
Strongest force on any atom   1.33 eV Å⁻¹
Net charge   -2
Multiplicity   2
Calculated total energy   -1326.88610 Ha
Relative energy (zero: lowest compared OMol25 entry of this formula, charge and spin)   174.3 kJ/mol
LUMO (spin up / spin down)   4.39 / 4.46 eV

Mulliken population analysis, charges in e, atoms 1 to 6: number 1, Hg, carries 0.671; number 2, I, carries 0.002; number 3, O, carries -0.897; number 4, O, carries -0.575; number 5, O, carries -0.969; number 6, N, carries -0.777



(7)
This record from the OMol25 dataset describes an isolated molecule of C6H10O. The level of theory is ωB97M-V with the def2-TZVPD basis set.

Structure (XYZ):
```
17
C6H10O ωB97M-V with the def2-TZVPD basis set
O 1.71 -0.57 1.31
C 1.32 -0.47 -0.06
C 0.08 -1.35 -0.34
C -0.09 1.55 -0.23
C -1.30 -0.66 -0.25
C -1.25 0.77 0.33
C 1.09 0.97 -0.44
H 0.14 -2.19 0.37
H -0.23 2.61 -0.45
H 1.52 0.27 1.74
H -1.98 -1.26 0.36
H 0.20 -1.77 -1.34
H 1.93 1.54 -0.83
H -1.75 -0.61 -1.26
H 2.15 -0.88 -0.64
H -2.19 1.29 0.11
H -1.18 0.72 1.43
```

Gap between HOMO and LUMO   10.60 eV
Highest occupied orbital energy   -0.354 hartree
Strongest force on any atom   0.37 eV Å⁻¹
SMILES   O[C@@H]1C=CCCC1
Calculated total energy   -309.83166 Ha
Relative energy (zero: lowest compared OMol25 entry of this formula, charge and spin)   28.1 kJ/mol
LUMO   0.97 eV

Mulliken population analysis, charges in e, atoms 1 to 6: number 1, O, carries -0.578; number 2, C, carries 0.094; number 3, C, carries -0.742; number 4, C, carries -0.137; number 5, C, carries -0.479; number 6, C, carries -0.679



(8)
This record from the OMol25 dataset describes a structure of composition CHEuLiO2 in a non-equilibrium geometry. The level of theory is ωB97M-V with the def2-TZVPD basis set.

Structure (XYZ):
```
6
CHEuLiO2 ωB97M-V with the def2-TZVPD basis set
Eu 0.48 0.71 1.12
O -1.10 -0.16 -0.69
O 0.11 -1.78 0.18
C -1.01 -1.28 -0.31
Li 1.95 -2.18 -0.09
H -0.53 -2.22 -0.85
```

Gap between HOMO and LUMO (spin up / spin down)   7.37 / 7.55 eV
Highest occupied orbital energy (spin up / spin down)   -0.638 / -0.637 hartree
Strongest force on any atom   6.70 eV Å⁻¹
Net charge   +2
Multiplicity   8
Calculated total energy   -906.31327 Ha
Relative energy (zero: lowest compared OMol25 entry of this formula, charge and spin)   38.4 kJ/mol
LUMO (spin up / spin down)   -9.98 / -9.79 eV

Okay, here come the Mulliken numbers, in e, for every atom: number 1, Eu, carries 1.654; number 2, O, carries -0.456; number 3, O, carries -0.666; number 4, C, carries 0.181; number 5, Li, carries 0.916; number 6, H, carries 0.370